No. 1
A structure of composition C61H62BrN11O3STi, computed with the ωB97M-V functional and the def2-TZVPD basis.

Cartesian coordinates (Å):
Ti -0.845 1.013 0.085
C 4.969 2.105 1.184
C 4.118 3.307 1.613
C 2.694 2.901 1.798
C 2.007 2.699 2.960
C 2.510 2.895 4.354
C 3.222 1.644 4.876
C 0.696 2.227 2.579
N 0.577 2.173 1.216
C 1.776 2.603 0.724
C 2.066 2.838 -0.608
C 1.157 2.701 -1.639
C 1.465 2.936 -3.033
C 2.849 3.217 -3.510
C 3.641 1.907 -3.562
C 0.314 2.706 -3.725
C -0.690 2.391 -2.722
C -2.046 2.312 -2.969
C -3.019 2.095 -2.003
N -2.785 1.748 -0.706
C -4.024 1.549 -0.163
C -4.281 1.002 1.080
C -3.309 0.850 2.046
N -2.049 1.349 1.904
C -1.502 1.298 3.148
C -0.264 1.817 3.489
C -2.408 0.682 4.091
C -3.544 0.395 3.396
C -4.793 -0.270 3.871
C -4.844 -1.736 3.432
C -2.111 0.451 5.535
C -2.464 1.689 6.364
C -5.066 1.889 -1.097
C -4.438 2.201 -2.265
C -5.070 2.683 -3.526
C -5.008 4.210 -3.608
C -6.526 1.964 -0.781
C -7.276 0.669 -1.101
N -0.146 2.350 -1.467
C 0.067 2.622 -5.199
C 0.677 3.740 -6.045
H 5.968 2.420 0.883
H 4.493 1.589 0.352
H 5.071 1.407 2.015
H 4.185 4.090 0.855
H 4.518 3.710 2.546
H 1.690 3.148 5.029
H 3.213 3.732 4.362
H 2.525 0.813 4.953
H 3.653 1.832 5.858
H 4.024 1.353 4.201
H 3.065 3.162 -0.850
H 3.337 3.914 -2.824
H 2.839 3.684 -4.493
H 3.493 1.342 -2.644
H 4.704 2.094 -3.698
H 3.280 1.288 -4.378
H -2.389 2.478 -3.980
H -5.297 0.725 1.315
H -0.020 1.871 4.541
H -5.670 0.250 3.475
H -4.837 -0.221 4.961
H -4.791 -1.816 2.349
H -5.768 -2.196 3.778
H -4.001 -2.282 3.850
H -1.052 0.216 5.655
H -2.686 -0.407 5.890
H -1.885 2.546 6.028
H -2.263 1.521 7.419
H -3.518 1.927 6.244
H -6.114 2.364 -3.547
H -4.573 2.246 -4.395
H -5.521 4.654 -2.758
H -5.485 4.555 -4.521
H -3.976 4.553 -3.602
H -6.970 2.783 -1.351
H -6.651 2.203 0.277
H -7.173 0.418 -2.154
H -8.337 0.778 -0.880
H -6.889 -0.160 -0.514
H -1.009 2.598 -5.387
H 0.469 1.658 -5.526
H 0.486 4.712 -5.595
H 0.243 3.737 -7.043
H 1.749 3.609 -6.156
N 3.604 -5.866 -2.463
C 2.918 -4.679 -2.380
C 2.272 -4.136 -3.496
C 1.666 -2.897 -3.415
C 1.697 -2.188 -2.227
C 2.356 -2.701 -1.127
C 2.937 -3.948 -1.189
S 1.151 -0.489 -2.124
O 2.032 0.130 -1.153
O 1.171 0.037 -3.464
N -0.320 -0.309 -1.450
C -1.362 -1.037 -1.822
N -2.475 -0.830 -1.078
C -3.569 -1.456 -1.456
C -3.605 -2.308 -2.555
C -2.399 -2.486 -3.218
N -1.286 -1.873 -2.868
H 3.392 -6.490 -3.222
H 3.902 -6.293 -1.602
H 2.271 -4.686 -4.427
H 1.183 -2.450 -4.265
H 2.422 -2.099 -0.236
H 3.429 -4.370 -0.326
H -4.455 -1.249 -0.865
H -4.511 -2.803 -2.868
H -2.315 -3.137 -4.083
Br 6.816 -1.814 -1.401
C 5.951 -2.647 0.061
C 6.065 -4.019 0.238
C 5.358 -4.629 1.256
C 4.503 -3.883 2.079
C 4.484 -2.489 1.943
C 5.207 -1.879 0.939
N 3.814 -4.577 3.076
N 2.667 -4.353 3.439
C 1.809 -3.411 2.856
C 1.628 -2.187 3.467
C 0.878 -1.188 2.862
C 0.194 -1.387 1.664
O -0.437 -0.413 1.074
C 0.210 -2.722 1.123
N -0.557 -2.980 0.052
C -0.520 -4.167 -0.487
C 0.279 -5.216 -0.008
C 1.061 -4.992 1.092
C 1.048 -3.721 1.702
H 6.685 -4.599 -0.428
H 5.425 -5.697 1.406
H 3.924 -1.878 2.633
H 5.165 -0.809 0.822
H 2.151 -1.971 4.389
H 0.852 -0.212 3.320
H -1.156 -4.318 -1.349
H 0.264 -6.178 -0.495
H 1.692 -5.772 1.497

Properties
Highest occupied orbital energy: -6.5 eV

Löwdin atomic charge list, values in e, 99 entries:
1 Ti 1.2703
2 C -0.0784
3 C -0.1755
4 C -0.1185
5 C -0.1192
6 C -0.1820
7 C -0.0723
8 C -0.2223
9 N 0.0714
10 C -0.2101
11 C 0.0491
12 C -0.2395
13 C -0.1260
14 C -0.1675
15 C -0.0723
16 C -0.1193
17 C -0.2221
18 C 0.0713
19 C -0.2202
20 N 0.0485
21 C -0.2442
22 C 0.0568
23 C -0.2182
24 N 0.0559
25 C -0.2288
26 C 0.0344
27 C -0.1235
28 C -0.1198
29 C -0.1878
30 C -0.0790
31 C -0.1884
32 C -0.0820
33 C -0.1325
34 C -0.1320
35 C -0.1894
36 C -0.0810
37 C -0.1868
38 C -0.0850
39 N 0.0429
40 C -0.1689
41 C -0.0897
42 H 0.0775
43 H 0.0671
44 H 0.0608
45 H 0.1119
46 H 0.1064
47 H 0.1065
48 H 0.1088
49 H 0.0611
50 H 0.0738
51 H 0.0635
52 H 0.1131
53 H 0.1070
54 H 0.0894
55 H 0.0531
56 H 0.0726
57 H 0.0734
58 H 0.1056
59 H 0.1122
60 H 0.1110
61 H 0.1087
62 H 0.1064
63 H 0.0674
64 H 0.0704
65 H 0.0776
66 H 0.1059
67 H 0.1105
68 H 0.0701
69 H 0.0705
70 H 0.0754
71 H 0.1050
72 H 0.1099
73 H 0.0758
74 H 0.0697
75 H 0.0722
76 H 0.1097
77 H 0.1094
78 H 0.0720
79 H 0.0707
80 H 0.0622
81 H 0.0967
82 H 0.1211
83 H 0.0817
84 H 0.0694
85 H 0.0562
86 N 0.1157
87 C -0.3148
88 C -0.0186
89 C -0.0580
90 C -0.2686
91 C -0.0634
92 C -0.0334
93 S 0.6827
94 O -0.3045
95 O -0.2644
96 N -0.1654
97 C -0.4885
98 N 0.1205
99 C -0.1117

No. 2
A cluster of 9 separate species, C61H62F2O18PS in total, computed with the ωB97M-V functional and the def2-TZVPD basis.

Cartesian coordinates (Å):
C 6.916 -6.711 1.907
C 5.938 -5.984 3.014
C 4.440 -5.584 2.392
C 4.593 -4.067 1.790
C 3.393 -3.600 0.771
C 2.301 -2.574 1.484
C 0.834 -3.251 1.767
C -0.237 -2.109 2.347
C -0.976 -2.556 3.742
C -2.398 -3.375 3.524
C -2.144 -5.026 3.526
P -3.014 -5.850 2.028
C -3.778 -6.635 0.463
C -3.713 -5.683 -0.881
F -2.365 -5.888 -1.519
S -3.600 -7.528 3.230
O -4.252 -8.695 2.400
O -4.732 -7.014 4.185
F -2.249 -8.120 4.151
H 7.540 -7.539 2.494
H 6.328 -7.281 1.059
H 7.721 -5.962 1.465
H 5.814 -6.756 3.914
H 6.455 -5.023 3.447
H 3.693 -5.635 3.320
H 4.202 -6.412 1.584
H 4.719 -3.326 2.698
H 5.615 -4.001 1.182
H 2.871 -4.492 0.192
H 3.922 -2.950 -0.080
H 2.127 -1.666 0.744
H 2.706 -2.147 2.500
H 0.864 -4.188 2.471
H 0.396 -3.580 0.714
H 0.387 -1.108 2.493
H -1.099 -1.872 1.559
H -1.271 -1.566 4.338
H -0.228 -3.183 4.428
H -3.004 -3.018 2.587
H -3.059 -3.151 4.489
H -2.488 -5.461 4.560
H -0.985 -5.156 3.362
H -1.744 -6.441 1.645
H -2.682 -4.684 1.218
H -4.270 -5.215 2.363
H -4.917 -6.830 0.681
H -3.245 -7.649 0.221
H -3.920 -4.546 -0.647
H -4.521 -6.000 -1.688
C 2.679 1.244 -2.854
C 3.102 0.078 -2.357
C 4.039 0.026 -1.217
O 4.428 -1.041 -0.763
C 4.488 1.312 -0.647
C 4.065 2.478 -1.144
C 3.128 2.530 -2.284
O 2.739 3.597 -2.738
H 1.992 1.300 -3.690
H 2.781 -0.874 -2.763
H 5.175 1.256 0.189
H 4.386 3.429 -0.738
C -0.940 3.863 1.849
C -0.040 3.149 1.167
C 0.951 2.302 1.860
O 1.777 1.650 1.236
C 0.907 2.273 3.335
C 0.006 2.987 4.018
C -0.984 3.834 3.325
O -1.811 4.486 3.949
H -1.674 4.489 1.357
H 0.005 3.159 0.084
H 1.640 1.647 3.828
H -0.038 2.977 5.100
C -5.330 -2.798 -4.117
C -5.495 -3.020 -5.425
C -6.493 -3.990 -5.917
O -6.643 -4.196 -7.114
C -7.303 -4.702 -4.909
C -7.139 -4.479 -3.601
C -6.140 -3.510 -3.109
O -5.990 -3.304 -1.913
H -4.602 -2.090 -3.740
H -4.909 -2.505 -6.177
H -8.031 -5.409 -5.287
H -7.724 -4.994 -2.850
C -4.442 6.909 0.734
C -4.937 8.093 1.107
C -4.262 9.354 0.742
O -4.713 10.439 1.084
C -3.021 9.256 -0.052
C -2.526 8.071 -0.424
C -3.201 6.810 -0.059
O -2.750 5.726 -0.401
H -4.925 5.974 0.995
H -5.847 8.182 1.688
H -2.538 10.190 -0.312
H -1.616 7.982 -1.006
C 2.261 10.046 0.330
C 3.533 9.663 0.484
C 3.933 8.252 0.315
O 5.096 7.900 0.457
C 2.876 7.282 -0.031
C 1.604 7.665 -0.185
C 1.204 9.076 -0.016
O 0.041 9.427 -0.158
H 1.950 11.076 0.451
H 4.320 10.362 0.737
H 3.187 6.251 -0.152
H 0.817 6.965 -0.438
C 8.293 -10.803 6.580
C 7.291 -10.475 5.759
C 7.192 -9.124 5.172
O 6.275 -8.822 4.421
C 8.244 -8.150 5.526
C 9.246 -8.479 6.348
C 9.345 -9.830 6.935
O 10.262 -10.131 7.685
H 8.379 -11.789 7.020
H 6.512 -11.177 5.488
H 8.158 -7.164 5.087
H 10.025 -7.776 6.618
C -0.652 11.157 -4.323
C -0.020 10.450 -3.381
C 0.847 9.309 -3.733
O 1.425 8.660 -2.872
C 0.989 8.979 -5.166
C 0.357 9.686 -6.107
C -0.510 10.827 -5.755
O -1.088 11.476 -6.617
H -1.293 11.997 -4.082
H -0.113 10.680 -2.327
H 1.630 8.139 -5.407
H 0.450 9.456 -7.162
C -5.061 2.171 -6.236
C -5.910 3.145 -6.578
C -7.343 2.869 -6.799
O -8.121 3.760 -7.114
C -7.802 1.476 -6.626
C -6.953 0.502 -6.285
C -5.520 0.778 -6.064
O -4.742 -0.112 -5.749
H -4.007 2.356 -6.071
H -5.589 4.172 -6.708
H -8.856 1.291 -6.792
H -7.274 -0.524 -6.155

Properties
Highest occupied orbital energy: -4.7 eV
Net charge: -1

Löwdin atomic charge list, values in e, 99 entries:
1 C -0.1500
2 C -0.2748
3 C -0.2079
4 C -0.2251
5 C -0.2002
6 C -0.2162
7 C -0.2063
8 C -0.2108
9 C -0.2401
10 C -0.2566
11 C -0.3825
12 P 0.3116
13 C -0.3820
14 C -0.1930
15 F -0.1825
16 S 0.7184
17 O -0.4578
18 O -0.4607
19 F -0.3432
20 H 0.0553
21 H 0.0807
22 H 0.0733
23 H 0.0796
24 H 0.0999
25 H 0.1195
26 H 0.1127
27 H 0.1099
28 H 0.1137
29 H 0.1217
30 H 0.0763
31 H 0.1013
32 H 0.1084
33 H 0.1015
34 H 0.1180
35 H 0.0868
36 H 0.1134
37 H 0.0956
38 H 0.1147
39 H 0.0869
40 H 0.1014
41 H 0.0731
42 H 0.0653
43 H -0.0051
44 H -0.0214
45 H 0.0123
46 H 0.0874
47 H 0.0885
48 H 0.0998
49 H 0.1043
50 C 0.0214
51 C 0.0344
52 C -0.3662
53 O 0.0807
54 C 0.0218
55 C 0.0108
56 C -0.3906
57 O 0.0804
58 H 0.1207
59 H 0.1274
60 H 0.1259
61 H 0.1170
62 C 0.0287
63 C 0.0316
64 C -0.3780
65 O 0.0889
66 C 0.0242
67 C 0.0232
68 C -0.3808
69 O 0.0956
70 H 0.0957
71 H 0.1233
72 H 0.1237
73 H 0.1224
74 C 0.0265
75 C 0.0019
76 C -0.3900
77 O 0.0855
78 C 0.0163
79 C 0.0238
80 C -0.3814
81 O 0.0969
82 H 0.1232
83 H 0.1089
84 H 0.1193
85 H 0.1249
86 C 0.0270
87 C 0.0236
88 C -0.3812
89 O 0.0965
90 C 0.0204
91 C 0.0147
92 C -0.3732
93 O 0.0807
94 H 0.1247
95 H 0.1229
96 H 0.1155
97 H 0.1020
98 C 0.0269
99 C 0.0267

No. 3
A structure of composition C61H64GeMoN2O2P2S6Te, computed with the ωB97M-V functional and the def2-TZVPD basis.

Cartesian coordinates (Å):
Mo -0.813 0.276 0.202
N 0.982 -2.770 0.107
P -0.547 -2.196 -0.380
C -0.712 -2.753 -2.112
C -0.511 -4.084 -2.476
C -0.566 -4.454 -3.809
C -0.837 -3.499 -4.786
C -1.058 -2.179 -4.428
C -0.995 -1.809 -3.090
C -1.621 -3.424 0.460
C -2.882 -3.712 -0.063
C -3.716 -4.623 0.564
C -3.290 -5.281 1.711
C -2.031 -5.018 2.227
C -1.204 -4.088 1.609
P 2.312 -1.679 0.067
C 3.240 -2.418 -1.341
C 2.674 -2.192 -2.599
C 3.212 -2.771 -3.737
C 4.345 -3.568 -3.634
C 4.932 -3.776 -2.395
C 4.380 -3.211 -1.251
C 3.309 -2.182 1.509
C 4.509 -1.495 1.711
C 5.254 -1.696 2.860
C 4.800 -2.575 3.837
C 3.604 -3.249 3.654
C 2.859 -3.050 2.497
H 1.184 -3.729 -0.164
H -0.316 -4.835 -1.718
H -0.401 -5.486 -4.091
H -0.878 -3.791 -5.827
H -1.276 -1.437 -5.187
H -1.154 -0.779 -2.786
H -3.203 -3.239 -0.983
H -4.696 -4.828 0.153
H -3.933 -6.006 2.193
H -1.690 -5.533 3.116
H -0.233 -3.866 2.025
H 1.797 -1.554 -2.678
H 2.749 -2.600 -4.701
H 4.770 -4.027 -4.518
H 5.821 -4.388 -2.313
H 4.841 -3.393 -0.288
H 4.844 -0.780 0.967
H 6.177 -1.150 3.007
H 5.372 -2.720 4.744
H 3.242 -3.926 4.418
H 1.922 -3.570 2.361
O 0.156 -0.887 2.317
C -0.146 -1.160 3.685
C -1.622 -1.453 3.837
C -2.492 -0.247 3.426
C -3.320 -0.472 2.195
C -4.656 -0.817 2.383
C -5.495 -1.038 1.312
C -4.948 -0.922 0.047
C -3.614 -0.606 -0.075
N -2.776 -0.371 0.961
H 1.066 -0.531 2.298
H 0.127 -0.294 4.298
H 0.447 -2.017 4.020
H -1.798 -1.694 4.887
H -1.890 -2.333 3.250
H -1.843 0.612 3.293
H -3.177 0.013 4.233
H -5.027 -0.896 3.396
H -6.538 -1.285 1.460
H -5.540 -1.079 -0.844
H -3.160 -0.522 -1.049
C -1.564 1.387 -1.054
Ge -2.075 2.741 -2.287
C -0.759 2.976 -3.742
C -0.589 4.192 -4.407
C 0.247 4.296 -5.513
C 0.916 3.176 -5.985
C 0.753 1.957 -5.339
C -0.070 1.866 -4.224
C -3.751 2.440 -3.292
C -4.234 3.495 -4.067
C -5.410 3.372 -4.794
C -6.126 2.183 -4.761
C -5.657 1.123 -4.002
C -4.479 1.256 -3.275
C -2.379 4.492 -1.450
C -3.645 4.784 -0.939
C -3.899 5.993 -0.308
C -2.887 6.937 -0.180
C -1.628 6.670 -0.698
C -1.381 5.457 -1.330
H -1.118 5.074 -4.062
H 0.365 5.250 -6.013
H 1.562 3.252 -6.851
H 1.273 1.079 -5.705
H -0.172 0.921 -3.704
H -3.689 4.433 -4.101
H -5.770 4.207 -5.384
H -7.044 2.085 -5.326
H -6.211 0.191 -3.972
H -4.123 0.423 -2.690
H -4.443 4.056 -1.037
H -4.887 6.202 0.084
H -3.080 7.879 0.317
H -0.839 7.406 -0.610
H -0.392 5.263 -1.735
O 1.098 0.922 -1.087
S 2.588 1.219 -1.072
C 2.683 3.042 -1.125
C 3.010 3.469 -2.556
C 3.862 2.348 -3.148
C 3.125 1.062 -2.807
H 3.448 3.348 -0.409
H 1.706 3.372 -0.778
H 3.534 4.425 -2.569
H 2.089 3.576 -3.134
H 4.853 2.348 -2.685
H 3.993 2.454 -4.225
H 3.725 0.160 -2.906
H 2.201 0.967 -3.375
C 0.408 4.142 1.412
Te -0.499 2.332 2.034
C -2.477 3.201 1.928
H 0.185 4.876 2.183
H -0.018 4.456 0.462
H 1.482 3.993 1.339
H -3.097 2.600 1.264
H -2.398 4.208 1.523
H -2.919 3.244 2.923
C 2.658 0.549 5.688
S 2.110 2.242 5.322
C 3.374 2.706 4.200
C 3.483 2.256 2.928
S 2.422 1.232 2.032
S 4.935 2.793 2.102
C 5.609 3.791 3.350
S 6.994 4.654 3.171
S 4.656 3.750 4.785
H 1.847 0.053 6.222
H 3.550 0.565 6.310
H 2.850 0.032 4.749

Properties
Multiplicity: 3
ΔE to the lowest compared entry with this formula, charge and spin: 63.6 kJ/mol
Highest occupied orbital energy (spin up / spin down): -4.8 / -6.7 eV

Löwdin atomic charge list, values in e, 99 entries:
1 Mo 0.8421
2 N -0.3836
3 P 0.9232
4 C -0.3646
5 C -0.0893
6 C -0.0738
7 C -0.0790
8 C -0.0690
9 C -0.1096
10 C -0.3338
11 C -0.1012
12 C -0.0715
13 C -0.0795
14 C -0.0788
15 C -0.1080
16 P 0.9631
17 C -0.3358
18 C -0.1363
19 C -0.0787
20 C -0.0865
21 C -0.0817
22 C -0.0761
23 C -0.3918
24 C -0.1328
25 C -0.0734
26 C -0.0895
27 C -0.0876
28 C -0.1010
29 H 0.0750
30 H 0.1099
31 H 0.1052
32 H 0.1042
33 H 0.1073
34 H 0.0584
35 H 0.1047
36 H 0.1067
37 H 0.1038
38 H 0.1069
39 H 0.0798
40 H 0.0875
41 H 0.1053
42 H 0.1016
43 H 0.1028
44 H 0.0991
45 H 0.1051
46 H 0.1082
47 H 0.1022
48 H 0.1012
49 H 0.0755
50 O -0.2744
51 C -0.2425
52 C -0.1369
53 C -0.1437
54 C -0.2498
55 C -0.0136
56 C -0.0478
57 C -0.0568
58 C -0.1802
59 N -0.0317
60 H -0.0595
61 H 0.1090
62 H 0.1179
63 H 0.1218
64 H 0.0929
65 H 0.0004
66 H 0.1183
67 H 0.1171
68 H 0.1121
69 H 0.1109
70 H 0.0522
71 C -0.4538
72 Ge 0.8656
73 C -0.2619
74 C -0.1160
75 C -0.0895
76 C -0.0964
77 C -0.1042
78 C -0.1276
79 C -0.2673
80 C -0.1103
81 C -0.0863
82 C -0.0992
83 C -0.0956
84 C -0.1061
85 C -0.2849
86 C -0.1236
87 C -0.0893
88 C -0.0909
89 C -0.0872
90 C -0.1417
91 H 0.0904
92 H 0.1009
93 H 0.0999
94 H 0.1034
95 H 0.0697
96 H 0.0990
97 H 0.1008
98 H 0.0984
99 H 0.0967

Respective total energy values: -7011.54740; -4654.63835; -8107.73927 hartree.
Respective strongest force on any atom values: 2.1; 9.3; 1.8 eV Å⁻¹.